170
Properties=species:S:1:pos:R:3:mulliken_charge:R:1 method="wB97M-V/def2-TZVPD" orbital_gap_ev=7.697 lumo_energy_ev=0.0 smiles="CC1(C)CCCC(C)(C)N1O.CC1(C)CCCC(C)(C)N1O.CC1(C)CCCC(C)(C)N1O.O=C1OC[C@@H](F)O1.O=C1OC[C@@H](F)O1.O=C1OC[C@@H](F)O1.CC(C)=O.CC(C)=O.CC(C)=O.CC(C)=O.CC(C)=O" e_tot_ha=-3743.39564
C 0.951 -0.154 0.959 -1.651
C 0.109 -0.054 -0.405 1.323
C -1.166 -0.991 -0.381 -1.189
C -2.383 -0.406 0.447 -0.823
C -2.751 1.048 0.062 -1.061
C -1.500 2.002 0.020 1.581
N -0.267 1.344 -0.538 0.318
O 0.775 2.246 -0.717 -0.423
C -1.903 3.306 -0.729 -1.825
C -1.113 2.465 1.422 -1.815
C 0.995 -0.598 -1.599 -1.918
H 1.409 0.821 1.126 0.306
H 1.728 -0.915 0.886 0.499
H 0.245 -0.340 1.768 0.315
H -1.468 -1.134 -1.418 0.454
H -0.878 -2.003 -0.096 0.490
H -2.073 -0.406 1.492 0.275
H -3.279 -1.028 0.447 0.428
H -3.376 1.300 0.919 0.327
H -3.365 1.080 -0.838 0.409
H -2.483 3.265 -1.651 0.334
H -2.466 3.971 -0.075 0.362
H -1.019 3.932 -0.852 0.512
H -1.134 1.619 2.109 0.317
H -0.096 2.857 1.413 0.335
H -1.771 3.126 1.985 0.493
H 1.038 -1.683 -1.691 0.384
H 2.053 -0.377 -1.453 0.466
H 0.820 -0.197 -2.597 0.408
H 0.498 2.617 -1.558 0.368
C 4.614 6.874 3.654 -1.830
C 6.064 6.318 3.532 1.513
C 6.652 6.405 2.049 -1.088
C 7.231 7.858 1.666 -0.866
C 8.281 8.346 2.784 -0.846
C 7.808 8.216 4.274 1.228
N 6.981 6.973 4.477 0.096
O 6.701 6.747 5.780 -0.419
C 9.131 8.162 5.181 -1.763
C 6.907 9.442 4.595 -1.663
C 5.938 4.822 3.874 -1.937
H 4.420 7.888 3.304 0.391
H 4.052 6.929 4.587 0.399
H 4.017 6.290 2.953 0.461
H 7.329 5.590 1.792 0.420
H 5.846 6.280 1.326 0.411
H 6.502 8.642 1.462 0.374
H 7.685 7.717 0.685 0.416
H 8.285 9.364 2.394 0.308
H 9.224 7.810 2.683 0.372
H 8.880 7.996 6.229 0.339
H 9.724 7.287 4.917 0.456
H 9.564 9.158 5.083 0.398
H 6.472 9.515 5.592 0.466
H 7.322 10.415 4.333 0.384
H 5.891 9.385 4.204 0.354
H 5.317 4.730 4.765 0.367
H 6.953 4.442 3.988 0.481
H 5.535 4.231 3.051 0.395
H 6.073 7.467 5.871 0.380
C -3.935 -7.005 -1.254 -1.939
C -5.223 -7.462 -0.565 1.343
C -5.908 -6.046 -0.292 -1.266
C -7.417 -6.021 -0.053 -0.759
C -8.146 -6.720 -1.209 -1.119
C -7.579 -8.150 -1.519 1.359
N -6.112 -8.160 -1.572 0.471
O -5.453 -9.304 -2.147 -0.492
C -8.062 -9.126 -0.473 -1.699
C -8.147 -8.794 -2.887 -1.825
C -4.986 -8.270 0.739 -1.556
H -3.146 -6.525 -0.674 0.351
H -4.226 -6.272 -2.007 0.450
H -3.456 -7.799 -1.827 0.407
H -5.367 -5.555 0.517 0.491
H -5.689 -5.394 -1.138 0.470
H -7.744 -5.013 0.200 0.460
H -7.481 -6.571 0.887 0.310
H -8.380 -6.291 -2.183 0.409
H -9.141 -6.792 -0.769 0.343
H -9.141 -9.132 -0.320 0.448
H -7.564 -10.094 -0.426 0.328
H -7.737 -8.713 0.482 0.390
H -9.211 -8.933 -3.076 0.334
H -7.755 -8.256 -3.750 0.427
H -7.795 -9.826 -2.893 0.451
H -4.531 -9.237 0.529 0.368
H -5.956 -8.525 1.167 0.329
H -4.409 -7.732 1.491 0.384
H -5.357 -9.036 -3.064 0.332
C -4.477 1.824 6.451 -1.008
C -5.756 1.454 5.691 0.781
O -5.940 0.380 5.108 -0.585
C -6.805 2.560 5.681 -0.985
H -3.753 1.061 6.165 0.329
H -4.770 1.466 7.438 0.307
H -4.141 2.861 6.456 0.297
H -6.385 3.553 5.526 0.277
H -7.213 2.538 6.691 0.294
H -7.616 2.273 5.011 0.296
C 6.116 -6.276 -3.353 -0.989
C 5.214 -6.967 -2.338 0.784
O 5.459 -8.036 -1.765 -0.580
C 3.905 -6.251 -2.099 -0.909
H 5.538 -5.583 -3.965 0.303
H 6.535 -7.025 -4.025 0.342
H 7.004 -5.839 -2.898 0.262
H 4.272 -5.332 -1.642 0.239
H 3.167 -6.795 -1.510 0.288
H 3.433 -6.026 -3.055 0.263
C -0.068 2.004 -7.422 -0.992
C 0.070 3.221 -6.549 0.761
O 0.943 3.325 -5.699 -0.570
C -0.986 4.272 -6.729 -1.028
H 0.378 1.998 -8.417 0.299
H -1.103 1.664 -7.457 0.303
H 0.519 1.314 -6.817 0.291
H -1.960 3.811 -6.569 0.318
H -0.975 4.779 -7.694 0.319
H -0.871 4.854 -5.814 0.299
C 6.870 -3.702 1.199 -1.056
C 8.364 -3.714 1.389 0.672
O 9.120 -3.304 0.609 -0.520
C 8.945 -4.358 2.627 -0.890
H 6.377 -4.669 1.293 0.320
H 6.553 -3.386 0.205 0.277
H 6.517 -3.111 2.045 0.325
H 9.349 -5.316 2.300 0.266
H 8.218 -4.406 3.437 0.301
H 9.702 -3.611 2.868 0.302
C 0.029 -4.387 -6.338 -0.989
C 0.218 -5.870 -6.373 0.755
O 1.301 -6.369 -6.674 -0.563
C -1.143 -6.701 -6.182 -1.077
H -0.502 -4.142 -7.257 0.286
H 1.000 -3.931 -6.535 0.275
H -0.499 -4.230 -5.398 0.349
H -1.737 -6.650 -7.095 0.322
H -1.834 -6.383 -5.402 0.280
H -1.060 -7.778 -6.326 0.362
C 7.716 0.670 -3.069 -0.344
C 9.285 0.736 -2.958 0.278
O 9.446 2.141 -2.724 -0.330
C 8.363 2.849 -3.073 0.722
O 8.272 4.096 -3.109 -0.579
O 7.436 1.993 -3.455 -0.303
F 9.895 0.522 -4.187 -0.277
H 7.256 0.483 -2.098 0.276
H 7.327 -0.080 -3.758 0.269
H 9.848 0.170 -2.216 0.288
C -11.083 0.147 -1.677 -0.396
C -11.196 0.078 -3.123 0.272
O -10.122 0.889 -3.421 -0.291
C -9.115 0.610 -2.623 0.695
O -7.948 0.797 -2.903 -0.532
O -9.693 0.037 -1.492 -0.309
F -12.295 0.603 -3.628 -0.279
H -11.584 -0.702 -1.211 0.288
H -11.460 1.088 -1.274 0.276
H -11.175 -0.926 -3.548 0.276
C -3.276 7.677 6.500 -0.365
C -2.227 7.868 5.403 0.334
O -2.839 7.616 4.199 -0.262
C -4.063 7.148 4.437 0.627
O -4.935 6.792 3.624 -0.539
O -4.237 6.925 5.818 -0.321
F -1.289 6.889 5.606 -0.291
H -3.693 8.614 6.868 0.267
H -2.927 7.135 7.380 0.267
H -1.688 8.814 5.461 0.280

14
Properties=species:S:1:pos:R:3:mulliken_charge:R:1 method="wB97M-V/def2-TZVPD" orbital_gap_ev="8.189 / 8.381" lumo_energy_ev="-1.2 / -1.3" relative_energy_kcal_mol=99.8 e_tot_ha=-964.68525
C -0.176 1.547 0.814 -0.975
C 1.277 -1.201 -0.540 -0.959
C -0.930 0.642 -0.117 -0.256
O -1.118 -2.002 -0.869 -0.549
O -0.467 -1.470 1.428 -0.564
S -0.433 -1.155 0.029 1.010
I -2.997 0.622 -0.118 0.183
H -0.402 1.291 1.943 0.335
H 0.957 1.465 0.906 0.301
H -0.378 2.651 0.467 0.298
H 1.966 -0.558 -0.012 0.347
H 1.555 -2.330 -0.511 0.300
H 1.350 -0.781 -1.532 0.348
H -0.205 1.279 -1.889 0.180